Computed, not measured: the ion C2H4NO2 with charge +1, with wB97M-V/def2-TZVPD.

Output
HOMO energy: -17.18 eV
Net charge: +1
Calculated total energy: -7710.23219 eV
Relative energy (zero: lowest compared OMol25 entry of this formula, charge and spin): 5.724 eV
Frontier orbital gap: 0.3454 hartree
LUMO energy: -0.2859 Ha

CARTESIAN COORDINATES (ANGSTROEM)
C: -1.17 -0.54 0.29
C: 0.20 0.03 0.03
N: -2.08 0.60 0.42
O: -0.01 1.42 0.12
O: -2.19 -0.06 -0.57
H: -1.30 -1.41 0.78
H: 0.50 -0.45 -0.99
H: 0.79 -0.45 0.75
H: 0.17 2.15 -0.48